Below is a 2-piece molecular cluster, C2H4OS2 overall in a non-equilibrium geometry, with properties calculated with ωB97M-V/def2-TZVPD.

Each line ends with the Mulliken charge.
Cartesian coordinates (Å):
1 C -1.8320 1.0477 0.1031  0.121
2 C 0.8230 0.2691 -0.9881  -0.791
3 O -2.5582 0.6078 0.8617  -0.200
4 S 0.8489 -1.4019 1.5510  -0.193
5 S 0.5671 0.4867 0.7978  -0.048
6 H -0.4392 -1.7631 1.6531  0.150
7 H 0.1195 -0.4582 -1.3809  0.317
8 H 1.8470 -0.0334 -1.1795  0.330
9 H 0.6240 1.2453 -1.4182  0.314

Relative energy (zero: lowest compared OMol25 entry of this formula, charge and spin) = 0.322 eV
HOMO energy = -0.33333 Eh

***

Below is C15H12BeF5N5O3S as an isolated structure, with properties calculated with ωB97M-V/def2-TZVPD.

Each line ends with the Mulliken charge.
Cartesian coordinates (Å):
1 Be -1.2674 -0.4751 0.5520  -0.234
2 N 2.8431 0.5734 -1.6232  -0.593
3 C 2.0074 0.4362 -0.4901  0.396
4 S 2.6435 -0.4862 0.8193  -0.600
5 N 0.8841 1.0668 -0.6064  -1.312
6 N -0.0527 0.8870 0.4094  1.128
7 C -0.2040 1.9098 1.1606  -0.527
8 C -1.1345 2.0031 2.2690  0.976
9 C -1.2710 3.2087 2.9554  -0.682
10 C -2.1015 3.3324 4.0553  -0.650
11 C -2.8045 2.2005 4.4851  -0.299
12 C -2.6841 0.9935 3.8332  -0.639
13 C -1.8533 0.8488 2.6911  0.152
14 O -1.7418 -0.2822 2.0950  -0.474
15 H 3.8128 0.5787 -1.3434  0.201
16 H 2.5781 1.3785 -2.1773  0.262
17 H 0.4284 2.7762 0.9632  0.255
18 H -0.6996 4.0643 2.6054  0.314
19 H -2.2015 4.2783 4.5738  0.348
20 H -3.4591 2.2736 5.3487  0.336
21 H -3.2260 0.1144 4.1609  0.420
22 F -3.0150 1.3409 -0.4540  -0.347
23 C -2.8261 -0.0498 -0.4009  0.579
24 F -3.9206 -0.5056 0.3520  -0.372
25 C -3.2049 -0.5022 -1.8167  0.566
26 F -4.5116 -0.2104 -2.1213  -0.337
27 F -2.4801 0.0878 -2.7691  -0.250
28 F -3.0966 -1.8346 -1.9529  -0.262
29 C 0.7611 -5.0266 2.0077  -1.044
30 N 0.5000 -4.0773 0.9518  0.240
31 C 1.0151 -4.2510 -0.3001  0.285
32 C 0.7702 -3.3768 -1.2757  -1.235
33 C -0.0325 -2.1886 -0.9789  0.843
34 O -0.2695 -1.3594 -1.8460  -0.669
35 N -0.5356 -2.0396 0.3029  0.099
36 C -0.3248 -2.9687 1.2762  0.322
37 O -0.7829 -2.9517 2.4083  -0.730
38 H 1.6031 -5.6556 1.7160  0.328
39 H -0.1088 -5.6595 2.2087  0.277
40 H 0.9983 -4.4964 2.9271  0.313
41 H 1.6294 -5.1341 -0.4346  0.253
42 H 1.1816 -3.4765 -2.2676  0.365

Relative energy (zero: lowest compared OMol25 entry of this formula, charge and spin) = 0.199 eV
Charge = -2
HOMO energy = -0.04597 Eh

***

Below is C13H14I2N2O2Tl as an isolated structure, with properties calculated with ωB97M-V/def2-TZVPD.

Each line ends with the Mulliken charge.
Cartesian coordinates (Å):
1 Tl -1.9248 1.6344 -1.6643  0.705
2 C -1.0904 3.0968 3.0617  -1.372
3 C -0.7323 2.3939 1.7875  0.817
4 O -1.5922 1.9118 1.0605  -0.526
5 C 0.7009 2.3503 1.4231  -0.586
6 C 1.1926 1.5684 0.4616  0.254
7 C 2.6087 1.5689 -0.0187  -1.128
8 N 0.3255 0.6976 -0.2647  0.497
9 N 0.3870 -0.4837 0.0749  -0.202
10 C -0.5592 -1.3222 -0.7057  0.370
11 O -1.1174 -0.8805 -1.6875  -0.573
12 C -0.7375 -2.6629 -0.1660  0.367
13 C 0.1177 -3.1728 0.8152  -0.121
14 C -0.0895 -4.4523 1.3000  -0.691
15 C -1.1509 -5.2098 0.8243  -0.324
16 C -2.0085 -4.7020 -0.1474  -0.626
17 C -1.8005 -3.4338 -0.6487  -0.451
18 H -1.0698 4.1756 2.8866  0.330
19 H -0.3674 2.8799 3.8474  0.378
20 H -2.0920 2.8128 3.3723  0.369
21 H 1.3841 3.0008 1.9531  0.412
22 H 3.2580 2.0158 0.7298  0.427
23 H 2.6801 2.1530 -0.9383  0.160
24 H 2.9440 0.5553 -0.2354  0.347
25 H 0.9370 -2.5730 1.1825  0.439
26 H 0.5729 -4.8590 2.0512  0.407
27 H -1.3136 -6.2063 1.2130  0.401
28 H -2.8338 -5.2991 -0.5088  0.409
29 H -2.4493 -3.0217 -1.4093  0.411
30 I 0.7027 1.1440 -4.0306  0.108
31 C 1.2827 3.1811 -4.0996  -0.889
32 I 0.6190 4.2916 -2.4168  0.062
33 H 0.8519 3.6256 -4.9869  0.442
34 H 2.3642 3.2217 -4.1159  0.376

Charge = +1
HOMO energy = -0.45615 Eh

***

Below is one molecule with the formula C2H3Cl2NSi in a non-equilibrium geometry, with properties calculated with ωB97M-V/def2-TZVPD.

Each line ends with the Mulliken charge.
Cartesian coordinates (Å):
1 N -0.5714 -2.6848 -0.1011  -0.368
2 C -0.6827 -1.5829 0.2723  0.122
3 C -0.5945 -0.1594 0.7119  -0.519
4 Si 0.6823 0.8290 -0.3835  0.652
5 Cl 0.2708 0.3416 -2.2636  -0.201
6 Cl 2.7261 0.6041 -0.0779  -0.224
7 H -0.5066 0.1030 1.7437  0.422
8 H -1.7903 0.2668 0.4453  0.243
9 H 0.4663 2.2826 -0.3472  -0.126

Relative energy (zero: lowest compared OMol25 entry of this formula, charge and spin) = 0.871 eV
HOMO energy = -0.41818 Eh

***

Below is one molecule with the formula C3H2N2 in a non-equilibrium geometry, with properties calculated with ωB97M-V/def2-TZVPD.

Each line ends with the Mulliken charge.
Cartesian coordinates (Å):
1 C -1.5598 -0.1373 0.0871  0.382
2 C 1.4372 -0.5357 -0.0912  -0.558
3 C 0.6930 0.5171 -0.0143  0.070
4 N -2.6680 -0.4380 -0.0699  -0.365
5 N -0.5900 0.6555 0.2290  -0.320
6 H 1.6273 -1.5206 0.0528  0.407
7 H 1.0602 1.4590 -0.1934  0.383

Relative energy (zero: lowest compared OMol25 entry of this formula, charge and spin) = 4.872 eV
HOMO energy (alpha / beta) = -0.36098 / -0.35882 Eh

***

Below is a 9-piece molecular cluster, C45H64FI2N2O16 overall in a non-equilibrium geometry, with properties calculated with ωB97M-V/def2-TZVPD.

Each line ends with the Mulliken charge.
Cartesian coordinates (Å):
1 C 3.3217 2.5383 3.7041  -1.328
2 C 2.0640 3.2598 3.2284  0.619
3 C 0.8893 3.2271 4.1785  -0.595
4 N 1.9387 3.9177 2.1225  -0.256
5 C 2.2211 3.2401 0.9382  -0.212
6 C 3.4828 2.8914 0.5205  0.074
7 N 3.7189 2.2432 -0.6222  0.122
8 C 5.0941 1.8716 -0.9571  -0.919
9 C 5.4363 0.4562 -0.3968  -0.150
10 F 4.2534 -0.2178 -0.1453  -0.264
11 C 2.7124 1.9279 -1.4436  -0.608
12 C 1.4387 2.2394 -1.1179  -0.674
13 C 1.1725 2.8978 0.0705  1.067
14 C -0.2393 3.2191 0.3329  -0.665
15 I -1.4895 1.5022 0.5055  0.112
16 C -0.7830 4.4272 0.4361  0.228
17 C -2.2381 4.7112 0.6857  -0.807
18 I 0.4427 6.1434 0.1752  0.041
19 H 3.3970 2.6571 4.7843  0.482
20 H 4.1763 3.0455 3.2518  0.373
21 H 3.3227 1.4835 3.4061  0.252
22 H 0.0761 2.6111 3.7924  0.237
23 H 0.6073 4.2664 4.3745  0.317
24 H 1.2187 2.8184 5.1344  0.069
25 H 4.3228 3.1362 1.1549  0.407
26 H 5.2449 1.8281 -2.0340  0.421
27 H 5.7770 2.5792 -0.4888  0.356
28 H 5.9978 0.5133 0.5377  0.282
29 H 6.0084 -0.0840 -1.1533  0.305
30 H 2.9805 1.4265 -2.3650  0.470
31 H 0.6457 1.9568 -1.7995  0.422
32 H -2.2957 5.7009 1.1429  0.057
33 H -2.8013 4.7603 -0.2490  0.241
34 H -2.6678 4.0084 1.3991  0.407
35 O -0.2814 -4.5943 -2.0473  -0.699
36 C 0.6298 -4.1229 -1.4299  0.565
37 O 1.7054 -3.5596 -2.0271  -0.338
38 C 2.6745 -3.1777 -1.0355  -0.357
39 C 1.8870 -3.0429 0.2581  -0.479
40 C 0.7934 -4.0913 0.0744  -0.318
41 H 3.4392 -3.9554 -0.9772  0.267
42 H 3.1439 -2.2431 -1.3333  0.157
43 H 2.4963 -3.1857 1.1485  0.422
44 H 1.4345 -2.0509 0.3170  0.184
45 H 1.1085 -5.0797 0.4154  0.077
46 H -0.1341 -3.8001 0.5601  0.400
47 O 0.2282 -7.9569 2.7144  -0.601
48 C -0.0418 -8.0931 1.5551  0.569
49 O 0.7817 -8.7034 0.6724  -0.373
50 C 0.2321 -8.6128 -0.6556  -0.321
51 C -1.2564 -8.3840 -0.4560  -0.498
52 C -1.2843 -7.5925 0.8472  -0.201
53 H 0.7142 -7.7799 -1.1737  0.145
54 H 0.4435 -9.5322 -1.1964  0.333
55 H -1.7286 -7.8753 -1.2943  0.321
56 H -1.7638 -9.3396 -0.3144  0.286
57 H -1.1829 -6.5196 0.6731  0.045
58 H -2.1782 -7.7995 1.4290  0.321
59 O -1.8761 -3.6404 -7.9595  -0.592
60 C -1.1973 -4.0725 -7.0752  0.438
61 O -1.0659 -3.4605 -5.8734  -0.270
62 C -0.0999 -4.1620 -5.0634  0.136
63 C -0.0484 -5.5678 -5.6382  -0.538
64 C -0.3363 -5.3209 -7.1167  -0.448
65 H 0.8606 -3.6445 -5.1447  0.178
66 H -0.4179 -4.1515 -4.0219  -0.001
67 H 0.8966 -6.0750 -5.4498  0.345
68 H -0.8468 -6.1734 -5.2048  0.292
69 H 0.5726 -5.1016 -7.6791  0.249
70 H -0.8743 -6.1461 -7.5748  0.318
71 O -1.6999 2.3169 -2.4652  -0.521
72 C -1.4871 1.8462 -3.5517  0.459
73 O -1.4831 0.5150 -3.7804  -0.352
74 C -1.0963 0.2503 -5.1471  -0.396
75 C -1.3923 1.5417 -5.8916  -0.461
76 C -1.1517 2.5949 -4.8240  -0.103
77 H -0.0343 -0.0086 -5.1644  0.156
78 H -1.6664 -0.5938 -5.5268  0.283
79 H -0.7841 1.6690 -6.7852  0.389
80 H -2.4387 1.5671 -6.1926  0.256
81 H -0.1050 2.9079 -4.7837  0.203
82 H -1.8013 3.4538 -4.9546  0.228
83 O -3.5265 7.6110 1.6904  -0.571
84 C -2.8906 8.6156 1.5617  0.439
85 O -1.7404 8.6776 0.8425  -0.209
86 C -1.1586 9.9881 0.9711  -0.418
87 C -2.3076 10.9007 1.3687  -0.541
88 C -3.1912 9.9635 2.1835  -0.443
89 H -0.3769 9.9462 1.7332  0.271
90 H -0.7108 10.2772 0.0226  0.306
91 H -1.9843 11.7879 1.9098  0.327
92 H -2.8452 11.2287 0.4775  0.269
93 H -2.9006 9.9376 3.2348  0.262
94 H -4.2456 10.2066 2.0889  0.310
95 O -3.5251 3.3907 -7.5102  -0.526
96 C -2.9736 4.4367 -7.6870  0.451
97 O -1.9637 4.8987 -6.8953  -0.278
98 C -1.5932 6.2280 -7.3077  -0.471
99 C -2.0587 6.3460 -8.7494  -0.518
100 C -3.2965 5.4557 -8.7596  -0.456
101 H -2.0904 6.9448 -6.6508  0.282
102 H -0.5164 6.3478 -7.2091  0.317
103 H -2.2487 7.3727 -9.0560  0.332
104 H -1.3029 5.9306 -9.4182  0.274
105 H -4.1952 6.0003 -8.4668  0.272
106 H -3.4445 4.9706 -9.7201  0.303
107 O -1.5304 -11.5737 7.7867  -0.560
108 C -1.0641 -10.7076 7.1082  0.465
109 O -0.3175 -10.9486 6.0025  -0.351
110 C 0.1872 -9.7103 5.4688  -0.189
111 C -0.7498 -8.6378 5.9976  -0.432
112 C -1.1631 -9.2130 7.3490  -0.363
113 H 1.2136 -9.5747 5.8182  0.206
114 H 0.1887 -9.7561 4.3844  0.123
115 H -0.2867 -7.6546 6.0564  0.337
116 H -1.6240 -8.5581 5.3492  0.238
117 H -0.4656 -8.9383 8.1418  0.248
118 H -2.1763 -8.9322 7.6228  0.277
119 O -0.6445 2.6472 6.8076  -0.547
120 C -0.1514 1.9431 7.6391  0.572
121 O 1.0815 1.3887 7.5014  -0.335
122 C 1.3494 0.5101 8.6114  -0.466
123 C 0.4278 0.9821 9.7243  -0.478
124 C -0.7775 1.4987 8.9441  -0.517
125 H 1.1356 -0.5148 8.3008  0.267
126 H 2.4002 0.5829 8.8828  0.309
127 H 0.1887 0.2014 10.4435  0.328
128 H 0.8938 1.8064 10.2666  0.272
129 H -1.5000 0.7083 8.7357  0.273
130 H -1.2630 2.3323 9.4432  0.306

Charge = +1
HOMO energy = -0.38521 Eh

***

Below is a 12-piece molecular cluster, H24O12 overall in a non-equilibrium geometry, with properties calculated with ωB97M-V/def2-TZVPD.

Each line ends with the Mulliken charge.
Cartesian coordinates (Å):
1 O 3.5697 -1.0315 -0.4072  -0.598
2 H 3.1567 -1.7329 0.1023  0.288
3 H 4.2464 -1.4919 -0.8787  0.246
4 O -0.8815 -1.8261 1.0800  -0.456
5 H -1.1857 -2.6573 1.3644  0.230
6 H -0.5532 -1.3409 1.8465  0.225
7 O -1.0951 -2.8728 -1.3773  -0.595
8 H -0.1906 -2.5723 -1.5862  0.271
9 H -0.6695 -3.6378 -0.9508  0.302
10 O -3.6873 0.0931 0.2503  -0.594
11 H -4.1864 -0.6865 0.4947  0.256
12 H -4.1511 0.4997 -0.4896  0.328
13 O 2.5362 0.2522 2.4520  -0.620
14 H 1.7435 0.5294 2.9123  0.302
15 H 2.4480 0.3702 1.5131  0.277
16 O 1.4210 0.7114 -0.7534  -0.404
17 H 1.1730 1.0428 0.1159  0.168
18 H 2.3379 0.4142 -0.6802  0.377
19 O -1.9075 -0.2281 3.5320  -0.555
20 H -2.8175 -0.3926 3.7969  0.280
21 H -1.8910 0.7196 3.7191  0.291
22 O 2.2808 -1.7894 -2.8639  -0.587
23 H 2.4450 -2.1189 -3.7354  0.279
24 H 1.7400 -1.1070 -2.5359  0.321
25 O -1.2210 0.8114 -0.1385  -0.672
26 H -2.0829 0.3859 0.1313  0.465
27 H -0.8096 -0.0574 -0.2811  0.208
28 O 0.4073 1.9487 1.8225  -0.540
29 H -0.1290 1.9411 1.0167  0.260
30 H 0.8801 2.7479 1.9876  0.258
31 O 2.8386 2.1940 -2.5775  -0.639
32 H 1.9744 1.9784 -2.1606  0.347
33 H 2.8395 1.3714 -3.0919  0.285
34 O -3.9208 2.4607 -1.4000  -0.686
35 H -3.6448 2.7282 -0.5098  0.341
36 H -3.0135 2.3432 -1.7196  0.339

Relative energy (zero: lowest compared OMol25 entry of this formula, charge and spin) = 2.747 eV
HOMO energy = -0.39208 Eh